Here is a molecular structure, C5H6GaO4 from the Open Molecules 2025 dataset. Energies are from ωB97M-V/def2-TZVPD.

Geometry as XYZ:
```
16
C5H6GaO4 (ωB97M-V/def2-TZVPD)
C 1.43 -1.19 -0.16
C 0.17 -1.22 0.53
H 1.83 -2.13 -0.57
H 1.90 -0.99 0.93
H 0.25 -1.35 1.61
Ga 0.91 0.08 -1.61
C -1.24 -1.27 0.10
O -1.96 0.03 0.26
C -1.40 1.14 -0.04
O -0.32 1.27 -0.64
O -2.06 2.17 0.42
H -1.87 -1.92 0.73
H -1.42 -1.62 -0.92
H -1.50 2.96 0.43
C 2.95 2.41 -0.27
O 2.32 1.64 -0.80
```

Properties
Relative energy (zero: lowest compared OMol25 entry of this formula, charge and spin)   0.000 eV
Charge   +2
2S+1   2
Gap between HOMO and LUMO (alpha / beta)   6.92 / 9.03 eV
HOMO level (alpha / beta)   -0.6810 / -0.7715 Eh

What are the Löwdin partial charges on each atom? They are as follows, in elementary charge units:
1. C -0.1091
2. C -0.0100
3. H 0.1424
4. H 0.1808
5. H 0.1621
6. Ga 1.0385
7. C -0.0398
8. O 0.1502
9. C -0.5434
10. O 0.0300
11. O 0.2900
12. H 0.1827
13. H 0.1589
14. H 0.1828
15. C 0.2105
16. O -0.0267